[1]
The following is a DFT calculation (ωB97M-V/def2-TZVPD) of a single C4H6N2O molecule in a non-equilibrium geometry.

Properties
E_HOMO = -8.280 eV
Net charge = 0
HOMO-LUMO gap = 9.278 eV

```
13
Properties=species:S:1:pos:R:3:forces:R:3:lowdin_charge:R:1
C 1.74328 -0.59077 -0.04706 1.0 0.0 0.0 -0.0223
C 0.28136 -0.46794 -0.08096 -0.7 0.8 0.2 -0.2743
C -1.75985 -1.12973 -0.02083 -0.7 0.0 0.0 -0.2116
C -0.57221 0.59594 -0.08397 0.2 -0.5 0.2 -0.3581
H 2.13424 -0.93314 0.93494 -0.3 0.1 -0.6 0.0925
H 2.18964 0.39052 -0.25120 -0.2 -0.1 0.1 0.0834
H 2.13373 -1.24361 -0.84458 -0.2 0.0 0.4 0.0872
H -2.55303 -1.86041 -0.03577 0.1 0.0 0.1 0.1299
H 0.21762 2.24053 0.72857 0.2 0.1 0.0 0.0840
H -1.14198 2.47684 -0.13980 0.1 0.0 -0.1 0.0840
N -1.89306 0.15514 -0.04284 0.7 -0.5 -0.2 0.1412
N -0.27115 1.95716 -0.10749 -0.2 0.3 0.0 0.0969
O -0.50859 -1.59053 -0.00901 0.1 -0.1 -0.2 0.0670
```
Positions in Å, forces in eV/Å.

***

[2]
The following is a DFT calculation (ωB97M-V/def2-TZVPD) of a single C4H6N2O molecule in a non-equilibrium geometry.

Properties
E_HOMO = -8.185 eV
Net charge = 0
HOMO-LUMO gap = 9.033 eV

```
13
Properties=species:S:1:pos:R:3:forces:R:3:lowdin_charge:R:1
C 2.30900 0.43506 -0.28893 0.1 0.1 -0.1 -0.0727
O 1.48172 -0.58572 0.28122 -0.5 -0.3 -0.4 -0.0632
C 0.15771 -0.39720 0.18938 -0.2 0.1 -0.5 -0.3818
C -0.86009 -1.35692 0.49374 -0.7 0.3 -0.8 -0.0623
N -1.98694 -0.47782 0.49920 -0.3 1.1 0.4 -0.0273
C -1.65305 0.71109 0.03387 -0.2 0.3 0.5 -0.1912
N -0.33871 0.81936 -0.12940 0.0 0.0 0.3 0.1272
H 2.02672 0.60082 -1.33160 0.1 0.0 0.1 0.0878
H 3.33568 0.06526 -0.23597 -0.3 0.0 0.0 0.0891
H 2.23539 1.38827 0.24668 -0.1 -0.3 0.0 0.0874
H -1.46385 -1.79902 -0.37156 2.3 -2.0 0.6 0.1448
H -2.84737 -0.83902 0.87146 -0.4 0.4 -0.5 0.1407
H -2.39621 1.43584 -0.25809 0.2 0.3 0.3 0.1215
```
Positions in Å, forces in eV/Å.

***

[3]
The following is a DFT calculation (ωB97M-V/def2-TZVPD) of a single C4H6N2O molecule in a non-equilibrium geometry.

Properties
E_HOMO = -9.334 eV
Net charge = 0
HOMO-LUMO gap = 10.245 eV

```
13
Properties=species:S:1:pos:R:3:forces:R:3:lowdin_charge:R:1
C 0.53684 0.33596 0.04153 -2.8 0.3 0.1 -0.1707
C -1.12848 0.41117 0.05730 1.9 2.0 -0.9 -0.3970
C -0.25819 -1.70071 -0.12485 -0.6 -2.4 2.2 -0.2530
C 1.34835 1.61535 -0.02409 -1.0 -3.5 2.4 0.0093
N 0.88667 -0.89082 0.00644 1.0 2.1 -0.1 0.0846
N -1.43298 -0.89407 0.09397 -1.4 0.3 -0.3 0.0773
O -1.83639 1.40888 -0.06076 0.9 -1.5 0.7 0.0422
H -0.11178 -2.21525 -1.07709 -0.8 0.1 -0.2 0.1253
H -0.29204 -2.48892 0.67480 0.4 0.4 -0.7 0.1357
H 1.50578 2.03362 0.93568 -0.3 0.5 1.1 0.0819
H 0.88386 2.26129 -0.64024 -1.4 2.3 -2.1 0.0468
H 2.26668 1.29423 -0.31253 2.9 -0.5 -1.4 0.0470
H -2.36834 -1.17073 0.42985 1.1 -0.2 -0.7 0.1704
```
Positions in Å, forces in eV/Å.

***

[4]
The following is a DFT calculation (ωB97M-V/def2-TZVPD) of 2 unconnected molecules or ions with the total composition C4H6N2O in a non-equilibrium geometry.

Properties
E_HOMO = -8.744 eV
Net charge = 0
HOMO-LUMO gap = 9.193 eV

```
13
Properties=species:S:1:pos:R:3:forces:R:3:lowdin_charge:R:1
C 2.25799 -0.03518 -0.31417 0.0 0.0 0.0 -0.0848
C 1.43280 -1.08915 -0.90060 -0.5 -0.7 -0.4 -0.3122
N 0.76555 -1.91699 -1.35719 0.7 0.7 0.4 0.1233
C -0.92947 0.60829 -0.44967 -0.2 0.0 0.1 0.0852
C -1.74074 0.64666 0.60902 0.1 -0.1 0.0 -0.5813
O -3.00178 0.64496 0.99845 0.0 0.1 -0.1 0.1360
N -0.64031 0.30430 1.29097 -0.2 0.1 0.0 0.1274
H 3.28910 -0.37984 -0.20674 -0.1 0.0 0.0 0.0795
H 1.84652 0.24266 0.65928 0.0 -0.1 -0.1 0.0637
H 2.22964 0.84947 -0.95331 0.0 -0.1 0.0 0.0844
H -1.07913 -0.13144 -1.23738 0.2 0.0 0.2 0.0475
H -3.54521 0.71379 0.19994 -0.1 0.0 0.2 0.1321
H -0.82448 -0.58390 1.78373 0.1 0.0 -0.3 0.0990
```
Positions in Å, forces in eV/Å.

***

[5]
The following is a DFT calculation (ωB97M-V/def2-TZVPD) of a molecular structure, C4H6N2O in a non-equilibrium geometry.

Properties
E_HOMO = -9.099 eV
Net charge = 0
HOMO-LUMO gap = 9.645 eV

```
13
Properties=species:S:1:pos:R:3:forces:R:3:lowdin_charge:R:1
C 0.37673 -1.26914 0.21559 2.4 0.3 -8.4 -0.1487
C -0.22635 1.63774 -0.03226 3.9 -0.2 0.9 -0.1206
C -1.22437 0.70158 0.58662 0.7 -4.2 -1.7 -0.0833
C -0.76235 -0.51966 -0.28524 -1.7 1.4 -4.4 -0.3722
H 0.89071 -2.06733 -0.47926 -1.8 1.0 1.7 0.1608
H 0.26488 -1.43650 1.11887 -0.6 -2.8 8.6 0.0160
H 2.26653 -0.32159 -0.83127 -3.3 0.2 4.2 0.2446
H -0.17208 2.76993 -0.24325 -0.9 -2.0 0.4 0.1261
H -1.17040 0.08694 1.56209 -0.2 2.5 -0.8 0.1709
H -0.57189 -0.30624 -1.37774 0.7 0.2 1.1 0.1547
N 1.44158 -0.17532 0.17495 2.0 1.3 -4.6 -0.0604
N 1.01537 1.12186 -0.14001 -1.4 2.0 0.3 -0.0681
O -2.12836 -0.22227 -0.26909 0.0 0.3 2.6 -0.0199
```
Positions in Å, forces in eV/Å.

***

[6]
The following is a DFT calculation (ωB97M-V/def2-TZVPD) of a single C4H6N2O molecule in a non-equilibrium geometry.

Properties
E_HOMO = -8.977 eV
Net charge = 0
HOMO-LUMO gap = 9.818 eV

```
13
Properties=species:S:1:pos:R:3:forces:R:3:lowdin_charge:R:1
C -1.74750 -0.98045 -0.00251 -1.2 -0.3 2.4 -0.0476
C 1.65203 -0.56296 -0.02212 2.4 -3.3 -0.1 -0.1925
C 1.39610 0.87182 0.03283 -1.2 1.2 -0.7 -0.0508
C -0.19970 0.84088 0.06212 2.1 -0.4 -0.8 -0.4097
H -1.98934 -1.35621 1.08072 0.0 -0.2 -2.2 0.1248
H -1.91515 -1.67033 -0.84009 -0.1 0.0 0.6 0.0927
H -2.34049 -0.06099 -0.07162 -0.2 -0.4 -0.4 0.0774
H 2.66382 -1.05839 0.06285 -1.1 0.9 -0.4 0.1264
H 1.71274 1.38482 -0.95926 -0.3 -0.6 1.9 0.1605
H 1.84710 1.27886 0.96393 -0.2 0.3 -0.9 0.1297
N -0.41521 -0.51720 0.04671 -1.7 0.7 -0.6 -0.1936
N 0.65047 -1.38214 -0.06952 1.0 2.5 0.7 0.1251
O -1.02889 1.72023 -0.06234 0.6 -0.4 0.5 0.0576
```
Positions in Å, forces in eV/Å.

***

[7]
The following is a DFT calculation (ωB97M-V/def2-TZVPD) of a single C4H6N2O molecule in a non-equilibrium geometry.

Properties
E_HOMO = -8.745 eV
Net charge = 0
HOMO-LUMO gap = 9.422 eV

```
13
Properties=species:S:1:pos:R:3:forces:R:3:lowdin_charge:R:1
C -0.35656 1.51875 1.52744 -0.1 0.0 -0.1 -0.0268
C -0.08252 0.63233 0.34969 0.0 0.3 -0.2 -0.3982
N 0.62858 0.99464 -0.67253 -0.1 -0.1 0.2 0.1035
C 0.73661 -0.13088 -1.48718 0.2 -0.3 -0.2 -0.0764
C 0.15004 -1.18134 -0.88695 0.6 0.4 -0.3 -0.4016
O 0.01581 -2.48995 -1.22373 0.2 0.0 -0.2 0.0557
N -0.46383 -0.72634 0.29902 0.0 0.0 -0.5 0.1242
H -0.46212 2.54901 1.17948 0.0 -0.1 0.1 0.0767
H 0.48601 1.49769 2.23213 -0.2 -0.1 -0.2 0.0810
H -1.25166 1.22192 2.08019 0.1 0.0 -0.2 0.0733
H 1.21184 -0.10465 -2.45364 0.2 0.0 0.1 0.1061
H 0.80570 -2.93667 -0.88893 -0.3 -0.2 -0.1 0.1173
H -1.41793 -0.84450 -0.05498 -0.6 0.0 1.4 0.1652
```
Positions in Å, forces in eV/Å.

***

[8]
The following is a DFT calculation (ωB97M-V/def2-TZVPD) of a single C4H6N2O molecule in a non-equilibrium geometry.

Properties
E_HOMO = -8.849 eV
Net charge = 0
HOMO-LUMO gap = 9.673 eV

```
13
Properties=species:S:1:pos:R:3:forces:R:3:lowdin_charge:R:1
C -0.29858 -2.44966 0.18864 -2.6 -1.5 -1.7 -0.0489
C -0.44727 0.75321 0.80576 -1.3 -1.1 2.2 -0.1032
C 0.17247 1.93092 0.54748 0.5 0.4 2.3 -0.1485
C 0.75938 0.53803 -0.90728 1.7 -2.4 -1.9 -0.1794
H 0.70236 -2.48405 -0.24036 -0.2 0.0 0.3 0.0849
H -0.37587 -2.57085 1.25133 0.5 0.3 0.7 0.0696
H -0.95460 -3.31988 -0.22477 1.3 1.5 0.4 0.1189
H -1.09570 0.15098 1.43035 -0.7 1.8 1.1 0.1278
H 0.22063 2.84291 1.17860 -0.3 -0.8 -0.7 0.1097
H 1.13078 -0.03642 -1.75472 0.4 0.7 0.0 0.1244
N -0.02500 -0.20513 -0.04725 -1.1 2.2 -0.9 -0.1177
N 1.07554 1.72509 -0.46775 -1.1 -0.7 -1.3 0.0689
O -1.01217 -1.23219 -0.23038 3.0 -0.3 -0.3 -0.1065
```
Positions in Å, forces in eV/Å.

***

[9]
The following is a DFT calculation (ωB97M-V/def2-TZVPD) of 2 unconnected molecules or ions with the total composition C4H6N2O.

Properties
E_HOMO = -9.409 eV
Net charge = 0
HOMO-LUMO gap = 10.337 eV

```
13
Properties=species:S:1:pos:R:3:forces:R:3:lowdin_charge:R:1
C -2.87621 0.47803 0.80739 0.1 -0.3 0.1 -0.1509
O -2.56504 -0.64222 1.12358 -0.2 0.5 -0.1 -0.0151
C 0.10368 -0.12526 -0.68420 -0.1 0.0 -0.1 -0.1940
N 0.70647 1.05488 -0.64725 0.0 -0.3 0.0 0.0185
N 1.96273 0.76818 -0.27835 0.2 0.0 0.1 -0.0526
C 2.17390 -0.55459 -0.08153 0.0 0.0 0.0 -0.1180
C 0.97477 -1.17773 -0.33440 0.0 0.0 0.0 -0.0776
H -3.93094 0.75651 0.61576 0.1 0.0 0.1 0.0804
H -2.12666 1.28282 0.67631 0.0 -0.1 0.0 0.0771
H -0.93948 -0.18862 -0.96058 0.2 0.0 0.0 0.0836
H 2.62747 1.51876 -0.18517 -0.1 -0.1 0.0 0.1457
H 3.13927 -0.93871 0.21704 -0.1 0.1 0.0 0.1098
H 0.75002 -2.23207 -0.26859 0.0 0.2 0.0 0.0931
```
Positions in Å, forces in eV/Å.

***

> net charge of number 2 (C4H6N2O)?

0